22
Properties=species:S:1:pos:R:3 method="wB97M-V/def2-TZVPD" homo_energy_ev=-12.37 total_charge=+1 e_tot_ev=-12017.1689 orbital_gap_ev=9.5
H -1.3593 -0.3152 -1.8439
H 2.2938 0.5161 -1.5634
H -1.4539 3.6980 -0.1654
H -0.0633 -1.8209 1.7720
C 2.2580 -1.7857 -1.7685
H -0.5354 -2.6820 0.3220
H 0.3494 -0.5191 -2.1170
H 1.9336 -2.7723 -1.7456
C 0.1047 -1.8267 0.6571
C 2.1754 -0.5683 -1.5909
H -0.9874 3.1240 2.5614
H 0.5382 0.8999 2.3143
C -1.0561 2.8122 0.3730
C -0.4695 1.1594 1.7812
C -0.3435 -0.6042 -0.1205
H 1.1072 -2.2528 0.3577
N -0.5012 -0.7511 -1.5751
C -0.9603 2.5259 1.6621
C -0.4431 0.6339 0.3395
H -1.2332 0.5714 2.3529
O -0.7053 1.6949 -0.4319
H -0.6488 -1.7374 -1.5710



16
Properties=species:S:1:pos:R:3 method="wB97M-V/def2-TZVPD" homo_energy_ev=-15.44 total_charge=+1 smiles=Cc1nn(C)c[n+]1C#N e_tot_ev=-11249.5952 orbital_gap_ev=10.4
N 4.0688 -0.7533 -0.3814
H 1.0476 2.7254 0.5370
C 1.6830 1.9422 0.0845
H -2.3701 -1.5372 -0.8312
N 1.5969 -0.6186 -0.0665
N -0.5895 -0.8344 0.0552
H -2.5669 -0.4279 0.4354
C 2.9249 -0.6854 -0.3113
H 1.7894 2.1048 -0.9847
N -0.3786 0.4430 0.1850
C 0.8623 0.7106 0.0718
C -1.9559 -1.2083 0.1829
H -2.2987 -2.0222 0.8307
H 2.6733 1.7213 0.4906
C 0.5815 -1.5121 0.0259
H 0.5310 -2.5661 -0.1263



60
Properties=species:S:1:pos:R:3 method="wB97M-V/def2-TZVPD" homo_energy_ev=-9.28 smiles="CCCCC/C=C/CC(=O)N1CC[C@@H]2C[C@]2(C(=O)NCc2nc(C)no2)CC1" e_tot_ev=-34398.9286 orbital_gap_ev=10.1
C -1.6084 1.9064 1.1412
H 2.1821 0.7513 0.5813
C 2.4903 0.1216 -4.8815
H 4.7285 -2.5334 1.3159
C -1.9047 -1.8930 1.2900
C 3.3164 0.2863 -6.1506
H -4.0580 1.9035 0.8860
H 4.0150 0.8212 -3.5363
H 2.2007 -0.1868 -2.1485
N 1.8799 -2.3135 -0.5251
C -2.7560 -1.2159 2.3369
C 0.7010 2.1765 0.2259
N -1.5038 -1.0947 0.2624
H 2.9643 -0.3692 -6.9478
H -1.8723 -0.1633 0.1519
H -5.7173 0.6628 2.1967
H -0.3666 -0.8147 -1.4413
H 1.0888 1.0636 -2.6840
H -0.7930 -2.5023 -1.1250
H -4.6326 0.5051 3.5539
H -4.3377 -0.8855 0.8388
H 3.2681 1.3138 -6.5174
H 0.3312 2.9554 -0.4336
O -1.5337 -3.0483 1.3754
C 2.7932 -2.2272 0.5014
C -0.5004 -1.5609 -0.6578
C 0.8262 -1.7842 0.0014
N 2.3284 -1.6826 1.5847
H 2.4836 2.8159 -1.6563
H 1.4382 0.3332 -5.0964
H -2.7706 1.3600 4.1808
C 4.1919 -2.7112 0.3875
H -2.1122 -0.8758 4.3724
N -2.4628 1.6539 2.1691
H 4.3668 0.0517 -5.9654
C 1.8223 1.5372 -0.0787
C -1.9053 -0.4769 3.3775
C 2.6017 1.7754 -1.3404
O -2.0135 2.1292 0.0054
H -4.2689 2.6742 2.4580
C -0.1179 1.9128 1.4539
C 2.1444 0.8568 -2.4763
H 4.1968 -3.7773 0.1632
H -4.3000 -1.8809 3.7708
H 4.6969 -2.1962 -0.4296
H 3.6686 1.6194 -1.1562
H 2.9140 2.0725 -4.0779
C -3.9048 1.7725 1.9547
H 0.1808 0.9681 1.9128
H -4.1584 -2.9287 2.2825
C 2.9600 1.0277 -3.7503
H 0.0536 2.6954 2.2024
H 2.5304 -0.9193 -4.5458
C -4.1138 -0.7264 1.8890
C -4.6638 0.5514 2.4625
H -0.8614 -0.7263 3.1741
O 1.0023 -1.3830 1.2555
C -3.9934 -1.9610 2.7350
H -1.0944 1.4993 3.7438
C -2.0407 1.0643 3.4274



11
Properties=species:S:1:pos:R:3 method="wB97M-V/def2-TZVPD" homo_energy_ev=-8.63 smiles="O=CO.C=C" e_tot_ev=-7300.1155 orbital_gap_ev=9.5
C 0.1605 1.2288 0.5255
H -1.1614 -2.4423 -0.2787
C 1.2705 0.8957 1.2470
H -0.7392 1.5967 1.1564
H -1.1036 -0.0698 -1.7705
H 0.2106 1.4655 -0.5366
H 1.6088 -0.0163 0.7098
C -0.7617 -0.9687 -1.3821
O 0.3960 -1.0724 -1.0266
H 1.7249 1.2224 2.1886
O -1.6053 -1.8396 -0.8327



22
Properties=species:S:1:pos:R:3 method="wB97M-V/def2-TZVPD" homo_energy_ev=-8.61 smiles=CCSSC.O.O.O e_tot_ev=-31150.2280 orbital_gap_ev=9.0
C -1.4092 0.5696 1.4084
S 1.0695 0.5569 -0.4502
H -1.4629 -1.9589 7.3016
H -0.7271 -0.1125 1.9150
H -0.3152 -1.5284 6.4224
H 0.5273 -1.5648 0.3394
C -2.8000 -0.0717 1.4797
H -3.0164 -0.4699 -6.5208
H 4.4085 0.4095 -1.3356
H 0.1728 -1.5553 -1.3957
H 5.6825 0.0580 -0.9219
H -3.4833 0.6191 1.9889
H -1.6623 -0.3277 -7.2336
H -1.4203 1.4589 2.0447
S -0.8352 1.1816 -0.1943
H -3.3653 -0.0779 0.5429
H 1.9182 -1.5767 -0.8720
H -2.7582 -0.9615 2.0896
O 5.3091 0.7039 -1.5093
O -2.1624 -0.8774 -6.6287
C 0.9007 -1.2855 -0.6360
O -0.5223 -1.7328 7.3136



11
Properties=species:S:1:pos:R:3 method="wB97M-V/def2-TZVPD" homo_energy_ev=-8.86 smiles="O=C(O)NS.O" e_tot_ev=-19585.1324 orbital_gap_ev=9.3
O -1.5651 -0.3864 0.1597
N 0.7077 0.9592 0.4077
H 0.9579 -2.2695 0.6290
H -2.4087 -0.4972 0.5624
H 0.6112 1.8562 -1.5936
H 0.9862 1.3307 1.2504
O 0.6240 -0.6877 -1.1607
C 0.6826 -0.3824 -0.0083
O 1.0520 -1.2695 0.9906
H -1.6336 -0.9047 -0.6832
S -0.0142 2.2513 -0.5539



44
Properties=species:S:1:pos:R:3 method="wB97M-V/def2-TZVPD" homo_energy_ev=-4.06 total_charge=-2 e_tot_ev=-193398.9438 orbital_gap_ev=7.2
H -6.6957 -19.3318 5.5059
O -10.6083 -23.1869 10.8075
H -6.2333 -15.2147 8.1070
O -8.6147 -22.3528 9.7007
O -4.4308 -22.6103 7.7979
O -3.0364 -24.8950 11.3433
H -7.5456 -14.6821 3.8158
B -3.9064 -23.9527 8.1339
O -7.9025 -20.6789 8.4105
C -7.1019 -15.1928 2.9581
C -3.9120 -22.2348 6.6335
O -9.0779 -24.7977 13.5043
O -5.9217 -15.7538 8.8623
C -5.5927 -16.8469 8.1294
H -5.6312 -15.9826 4.4260
H -5.4492 -20.2217 6.3135
N -6.3221 -19.6527 6.4144
O -8.7089 -19.0532 10.5966
H -5.5465 -16.6515 2.7342
C -6.1772 -16.2725 3.5328
H -5.9633 -18.7803 6.8636
H -7.0738 -20.0654 6.9930
O -3.0946 -23.8368 9.3460
C -3.5205 -24.6680 10.2723
O -9.4515 -21.0420 11.4549
C -4.7577 -25.3868 9.6900
O -11.6376 -24.7962 11.9955
Br -7.3041 -17.7961 4.0565
O -5.1187 -17.8510 8.6749
O -8.6052 -23.2264 12.0014
O -4.0372 -21.1530 6.1194
O -3.0625 -24.3307 6.9898
O -2.0913 -23.2469 5.2939
C -9.4040 -24.0904 12.5922
H -8.0057 -15.6257 2.5336
Br -6.1026 -13.9850 1.8351
B -9.3503 -22.4602 10.9821
C -9.0025 -20.2142 10.5568
C -2.8852 -23.3127 6.1879
C -8.4844 -21.0985 9.3890
C -10.6724 -24.1302 11.7258
O -5.8767 -16.7658 6.8737
O -5.4641 -26.1781 10.2298
O -4.9447 -24.8941 8.4608



44
Properties=species:S:1:pos:R:3 method="wB97M-V/def2-TZVPD" homo_energy_ev=-7.54 total_charge=-1 e_tot_ev=-31209.1561 orbital_gap_ev=10.3
O 0.2227 -1.5727 -3.8502
H -4.4760 -0.0561 -0.1501
H 0.4484 -0.6690 -3.5966
H -2.3059 -2.4344 -1.6907
H 0.6240 2.7134 -1.4225
O 1.7449 -0.0375 2.6124
O 3.0502 -2.1106 3.9897
O -1.6108 0.3491 -1.5557
H -1.5814 2.5460 1.5964
O 0.8067 -1.9978 2.3003
H -3.1525 -0.3077 -0.9039
H 2.9063 -1.1736 3.7746
H 2.3489 -1.1874 -0.1225
H -0.3797 -1.9051 -3.1590
H -1.9437 1.7479 -0.5578
H 0.5255 2.8382 2.1151
O 1.4077 2.7880 1.6839
H 0.9719 3.3185 -0.0143
C 1.0482 -0.7451 1.9081
H -0.1248 0.7705 -1.8271
H 2.6588 0.2101 -2.0672
O 0.8139 1.0611 -2.1030
H -1.4590 -1.0724 -1.5494
H 0.2752 0.7477 0.6099
O 0.5048 3.5092 -0.8545
O -4.0225 -0.7092 -0.6862
H 1.0053 -1.4356 -1.2186
C 0.4758 -0.3233 0.5943
H -0.5044 -0.7759 0.4498
H 1.7691 1.9584 2.0330
H 2.3074 1.2654 -0.7012
H 2.2913 -2.4886 3.5212
H -0.8078 -2.8802 -0.2661
H -1.1953 3.0825 -0.4046
O -1.9928 2.6070 -0.0670
H 0.2713 -2.5330 1.6339
H -1.4084 1.6345 2.8255
O -1.3906 -2.1372 -1.6181
O -0.4372 -3.4361 0.4851
H -2.0062 0.5515 -2.4084
C 1.4546 -0.7148 -0.5361
H 0.1883 -4.0150 0.0391
C 1.8761 0.4976 -1.3577
O -1.1983 2.5216 2.5162



The records above yield relative energy (zero: lowest compared OMol25 entry of this formula, charge and spin) values of 326.04, 132.31, 302.32, 343.75, 119.59, 115.64, 0.00, 28.39 kJ/mol, respectively.